No. 1
This record from the OMol25 dataset describes C38H47AsBrN4O2S2Ti as an isolated structure at a distorted geometry. The level of theory is wB97M-V/def2-TZVPD.

The HOMO energy (spin up / spin down) is -10.2 / -10.2 eV. The relative energy (zero: lowest compared OMol25 entry of this formula, charge and spin) comes out at 0.000 eV. As for the total charge: +1. For the LUMO energy (spin up / spin down), the calculation gives -4.23 / -4.23 eV. For the orbital gap (spin up / spin down), the calculation gives 0.220 / 0.220 hartree.

Last column: Mulliken charge in e.
Geometry (Å):
Ti 13.652 9.943 11.645  0.33
C 12.693 9.015 14.633  -1.51
N 12.497 8.362 13.305  1.43
C 12.975 6.963 13.409  -1.30
C 13.510 6.323 12.090  -1.35
N 14.727 6.932 11.593  0.99
C 15.802 6.947 12.557  -0.82
C 14.985 7.096 10.234  -0.18
C 14.809 6.068 9.279  -0.49
C 15.326 6.160 7.994  -0.80
C 15.804 7.396 7.566  -0.75
C 15.905 8.463 8.436  -1.09
C 15.490 8.376 9.770  0.91
S 15.776 9.808 10.809  -0.31
C 11.126 8.485 12.813  0.14
C 10.036 8.573 13.687  -0.51
C 8.735 8.731 13.232  -1.04
C 8.516 8.834 11.853  -0.73
C 9.622 8.862 10.976  -0.76
C 10.929 8.704 11.439  0.94
S 12.151 8.824 10.190  -0.51
H 12.129 8.474 15.423  0.48
H 12.305 10.038 14.552  0.51
H 13.794 9.039 14.877  0.19
H 12.146 6.332 13.805  0.30
H 13.803 6.847 14.139  0.73
H 12.806 6.363 11.267  0.56
H 13.688 5.270 12.353  0.44
H 16.111 5.915 12.880  0.28
H 16.701 7.419 12.106  0.34
H 15.531 7.498 13.470  0.00
H 14.386 5.117 9.621  0.42
H 15.360 5.287 7.371  0.44
H 16.098 7.469 6.540  0.43
H 16.384 9.357 8.097  0.77
H 10.201 8.425 14.748  0.42
H 7.890 8.723 13.926  0.43
H 7.553 8.999 11.365  0.41
H 9.469 8.947 9.884  0.43
O 13.536 14.212 15.142  -0.59
C 14.492 14.429 14.197  1.07
C 15.277 15.598 14.125  -0.65
C 16.158 15.770 13.073  -0.57
C 16.236 14.809 12.060  -1.01
C 15.498 13.618 12.165  -0.30
C 14.642 13.391 13.265  -0.06
C 13.684 12.193 13.378  0.23
O 14.282 10.982 13.120  0.13
N 12.522 12.213 12.388  -0.49
N 12.927 11.770 11.135  0.78
C 12.313 12.383 10.115  -0.85
C 12.449 12.176 8.731  0.24
Br 13.925 11.112 8.106  -0.08
C 11.525 12.631 7.741  -0.99
C 10.176 13.037 7.953  0.96
C 9.460 13.715 6.960  -0.62
C 8.135 14.093 7.116  -0.52
C 7.443 13.773 8.304  -0.59
C 8.152 13.091 9.265  -0.64
C 9.483 12.730 9.128  0.02
H 13.445 14.998 15.715  0.33
H 15.149 16.326 14.932  0.29
H 16.747 16.677 13.011  0.42
H 16.875 14.981 11.223  0.46
H 15.607 12.857 11.391  0.12
H 13.183 12.220 14.366  0.55
H 11.918 13.006 12.420  0.40
H 11.708 13.281 10.458  0.60
H 11.947 12.608 6.739  0.40
H 9.992 13.999 6.056  0.38
H 7.628 14.569 6.297  0.40
H 6.390 13.993 8.437  0.41
H 7.642 12.798 10.164  0.44
H 10.044 12.119 9.873  0.22
C 19.773 11.164 14.578  -1.30
C 18.330 10.865 14.210  -0.26
As 17.169 9.731 15.370  0.33
C 16.876 11.147 16.755  -0.38
C 16.083 10.639 17.971  -1.09
C 18.598 8.624 16.302  -0.65
C 17.999 7.345 16.866  -1.14
H 20.290 11.765 13.841  0.38
H 20.306 10.276 14.718  0.33
H 19.833 11.689 15.529  0.27
H 18.221 10.323 13.266  0.29
H 17.764 11.821 14.090  0.19
H 16.355 11.943 16.192  0.14
H 17.876 11.602 17.023  0.36
H 15.105 10.244 17.671  0.21
H 15.934 11.418 18.751  0.37
H 16.601 9.771 18.388  0.28
H 19.146 9.229 17.073  0.37
H 19.321 8.352 15.502  0.39
H 17.061 7.553 17.393  0.27
H 18.665 6.812 17.539  0.37
H 17.703 6.652 16.053  0.25

***

No. 2
This record from the OMol25 dataset describes C38H47BInN9S3 as an isolated structure at a distorted geometry. The level of theory is wB97M-V/def2-TZVPD.

The HOMO energy is -13.6 eV. The relative energy (zero: lowest compared OMol25 entry of this formula, charge and spin) comes out at 0.662 eV. As for the total charge: +2. For the LUMO energy, the calculation gives -5.77 eV. For the orbital gap, the calculation gives 0.288 hartree.

Last column: Mulliken charge in e.
Geometry (Å):
In 0.476 0.400 -0.293  1.67
C -1.927 0.934 4.321  -1.83
C -2.868 0.653 3.204  0.11
C -4.218 0.799 3.316  -0.88
C -5.055 0.434 2.228  0.08
N -4.544 0.098 1.078  0.15
N -3.214 0.022 0.916  0.14
B -2.774 -0.362 -0.490  -2.42
N -1.985 -1.609 -0.649  -0.46
N -3.278 -1.687 -0.982  0.93
C -3.855 -2.740 -1.481  0.44
C -3.025 -3.898 -1.542  -1.27
C -1.708 -3.875 -1.159  0.49
C -0.838 -5.070 -1.196  -1.90
C -1.114 -2.622 -0.727  1.10
S 0.516 -2.426 -0.423  -0.26
C -5.279 -2.667 -1.954  2.64
C -6.166 -3.502 -1.022  -1.75
C -5.359 -3.226 -3.381  -1.80
C -5.758 -1.214 -1.955  -1.62
N -2.716 0.735 -1.538  1.19
N -3.743 1.574 -1.390  -0.31
C -3.990 2.499 -2.275  0.04
C -3.205 2.603 -3.450  -0.83
C -2.144 1.761 -3.630  -0.27
C -1.258 1.836 -4.821  -1.91
C -1.865 0.819 -2.594  1.40
S -0.462 -0.133 -2.725  -0.32
C -5.144 3.430 -2.022  2.31
C -6.219 3.163 -3.086  -1.70
C -4.648 4.878 -2.111  -1.81
C -5.725 3.185 -0.631  -2.01
C -2.356 0.192 1.949  1.43
S -0.715 -0.240 1.923  -0.11
C -6.547 0.419 2.462  2.11
C -7.321 -0.085 1.247  -1.48
C -6.993 1.845 2.808  -1.44
C -6.813 -0.519 3.652  -1.79
H -2.437 1.396 5.161  0.44
H -1.122 1.586 3.980  0.23
H -1.466 0.004 4.653  0.42
H -4.651 1.157 4.233  0.47
H -3.452 -4.823 -1.901  0.42
H -1.380 -5.958 -1.505  0.41
H -0.401 -5.242 -0.213  0.41
H 0.001 -4.895 -1.869  0.40
H -5.846 -4.539 -0.981  0.38
H -7.184 -3.476 -1.399  0.48
H -6.160 -3.093 -0.016  0.31
H -5.164 -4.294 -3.412  0.42
H -4.654 -2.721 -4.038  0.39
H -6.362 -3.058 -3.763  0.45
H -5.642 -0.754 -0.977  -0.18
H -6.809 -1.193 -2.225  0.62
H -5.206 -0.625 -2.687  0.28
H -3.431 3.355 -4.191  0.47
H -1.641 2.553 -5.539  0.45
H -1.167 0.860 -5.296  0.38
H -0.256 2.137 -4.514  0.37
H -5.837 3.323 -4.091  0.42
H -7.056 3.836 -2.931  0.47
H -6.582 2.141 -3.011  0.26
H -4.334 5.141 -3.117  0.40
H -3.811 5.036 -1.435  0.38
H -5.454 5.548 -1.824  0.46
H -6.040 2.151 -0.531  0.04
H -6.580 3.835 -0.473  0.58
H -4.980 3.395 0.133  0.42
H -7.148 0.552 0.384  0.14
H -8.385 -0.075 1.468  0.52
H -7.033 -1.102 1.000  0.16
H -6.796 2.517 1.978  0.13
H -6.482 2.224 3.689  0.34
H -8.059 1.847 3.014  0.50
H -6.418 -1.514 3.456  0.36
H -7.883 -0.605 3.822  0.48
H -6.364 -0.148 4.570  0.35
C 4.614 -1.112 -1.404  -1.04
C 5.468 -0.537 -0.475  -0.45
C 4.952 0.350 0.453  -0.89
C 3.591 0.651 0.430  0.88
N 2.783 0.078 -0.469  -0.11
C 3.273 -0.773 -1.360  -0.04
C 2.974 1.613 1.364  0.60
C 3.687 2.348 2.311  -0.80
C 3.011 3.266 3.098  -0.57
C 1.648 3.441 2.913  -1.12
C 1.014 2.656 1.966  -0.10
N 1.659 1.770 1.228  0.08
H 4.977 -1.813 -2.137  0.43
H 6.520 -0.776 -0.470  0.47
H 5.604 0.802 1.183  0.37
H 2.556 -1.198 -2.058  0.55
H 4.748 2.218 2.440  0.40
H 3.541 3.840 3.842  0.47
H 1.093 4.167 3.487  0.46
H -0.051 2.734 1.780  0.70
N -1.190 3.277 -0.819  -0.51
C -0.585 2.335 -0.579  -0.28

***

No. 3
This record from the OMol25 dataset describes C38H47BN6PPdS2Si as an isolated structure. The level of theory is wB97M-V/def2-TZVPD.

The HOMO energy is -9.8 eV. The relative energy (zero: lowest compared OMol25 entry of this formula, charge and spin) comes out at 0.000 eV. As for the total charge: +1. For the LUMO energy, the calculation gives -3.61 eV. For the orbital gap, the calculation gives 0.228 hartree.

Last column: Mulliken charge in e.
Geometry (Å):
Pd 0.340 -1.460 -1.192  1.14
C -1.840 3.625 2.019  -1.90
C -0.634 2.742 1.913  2.03
C 0.302 2.913 3.008  -1.24
C 1.636 2.729 3.017  -0.89
C 2.449 2.273 1.911  -1.38
C 1.995 1.461 0.956  -0.24
C -0.426 1.820 0.871  0.19
P -1.751 0.710 0.112  -0.38
C -3.414 1.442 0.262  0.79
C -3.813 1.368 1.608  -1.28
C -5.062 1.787 2.024  -0.66
C -5.960 2.260 1.079  -0.93
C -5.601 2.273 -0.259  -0.98
C -4.346 1.857 -0.703  1.11
C -4.105 1.822 -2.190  -0.98
C -1.344 0.313 -1.628  2.37
C -1.089 1.236 -2.675  -0.65
C -1.100 0.862 -3.987  -1.36
C -1.413 -0.468 -4.335  -1.22
C -1.674 -1.390 -3.364  -0.73
C -1.648 -1.043 -1.979  0.84
C -1.603 -2.092 -0.990  -1.66
H -1.543 4.658 2.205  0.41
H -2.401 3.291 2.897  0.65
H -2.507 3.575 1.167  0.21
H -0.138 3.364 3.891  0.54
H 2.161 3.036 3.914  0.46
H 3.485 2.593 1.871  0.60
H 2.623 1.119 0.137  0.51
H -3.111 0.966 2.334  0.41
H -5.337 1.728 3.069  0.49
H -6.947 2.590 1.374  0.40
H -6.324 2.602 -0.996  0.43
H -3.859 0.814 -2.526  0.13
H -3.293 2.474 -2.509  0.25
H -5.004 2.137 -2.718  0.50
H -0.918 2.271 -2.427  0.46
H -0.900 1.589 -4.763  0.52
H -1.441 -0.759 -5.377  0.44
H -1.896 -2.418 -3.621  0.53
H -1.792 -3.100 -1.341  0.59
H -1.934 -1.905 0.024  0.13
C -1.937 -0.994 4.520  -1.50
C -0.709 -1.087 3.663  0.61
C 0.205 -2.121 3.790  -1.19
C 1.315 -2.142 2.954  -0.70
C 1.475 -1.155 2.003  -0.27
C 0.516 -0.149 1.971  -0.70
N -0.533 -0.099 2.775  0.42
N 0.676 0.908 1.029  1.53
Si 0.228 3.619 -0.320  0.88
C -1.364 4.285 -1.030  -0.97
C 1.393 2.962 -1.605  -1.03
C 1.045 5.003 0.616  -1.32
H -1.948 -0.047 5.063  0.27
H -1.988 -1.808 5.240  0.44
H -2.832 -1.027 3.895  0.24
H 0.055 -2.889 4.537  0.43
H 2.050 -2.932 3.044  0.64
H 2.304 -1.156 1.310  0.54
H -2.163 3.554 -1.134  0.03
H -1.120 4.663 -2.029  0.53
H -1.742 5.126 -0.450  0.35
H 1.306 1.899 -1.812  0.01
H 2.419 3.170 -1.297  0.34
H 1.201 3.493 -2.543  0.53
H 0.447 5.399 1.435  0.33
H 1.155 5.807 -0.121  0.50
H 2.036 4.753 0.986  0.36
C 0.511 -5.595 1.331  -0.90
N 1.811 -4.960 1.201  0.33
C 2.895 -5.180 2.015  -0.48
C 3.876 -4.358 1.577  -0.61
N 3.408 -3.659 0.488  0.31
B 4.320 -2.570 -0.230  -0.20
N 4.058 -2.619 -1.753  0.36
C 4.522 -3.612 -2.587  -0.51
C 4.003 -3.411 -3.817  -0.47
N 3.224 -2.274 -3.728  0.37
C 2.415 -1.706 -4.791  -0.82
C 3.266 -1.811 -2.465  -0.58
S 2.401 -0.415 -1.933  -0.43
C 2.137 -4.037 0.264  -0.24
S 1.060 -3.689 -1.050  -0.54
H 0.565 -6.317 2.141  0.32
H 0.246 -6.102 0.407  0.35
H -0.249 -4.848 1.553  0.30
H 2.872 -5.896 2.818  0.45
H 4.881 -4.220 1.933  0.52
H 4.064 -1.478 0.199  -0.12
H 5.456 -2.907 -0.009  -0.19
H 5.188 -4.377 -2.228  0.51
H 4.121 -3.950 -4.740  0.45
H 2.609 -2.265 -5.703  0.33
H 2.672 -0.660 -4.938  0.32
H 1.359 -1.778 -4.531  0.25

***

Listing energy for the structures above in their given order: -225884.561, -91925.965, -92099.018 eV.